Entry i
The following is a DFT calculation (ωB97M-V/def2-TZVPD) of the ion C4H8NO2 with charge -1.

Values from the calculation:
* orbital gap: 0.2360 hartree
* highest occupied orbital energy: -2.596 eV
* LUMO: 3.8 eV

The geometry in ORCA input format:
```
! wB97M-V def2-TZVPD RIJCOSX def2/J DEFGRID3
* xyz -1 1
O -1.740 -1.229 -1.043
C -0.567 -1.169 -0.758
C 0.217 0.109 -0.701
C -0.437 1.295 -1.379
N 0.373 0.367 0.746
C 0.717 -0.575 1.924
O 0.136 -0.160 3.004
H 0.069 -2.069 -0.672
H 1.234 0.048 -1.114
H 0.161 2.178 -1.171
H -0.603 1.072 -2.433
H -1.425 1.485 -0.955
H -0.401 0.923 1.094
H 1.838 -0.651 1.884
H 0.429 -1.625 1.575
*
```



Entry ii
The following is a DFT calculation (ωB97M-V/def2-TZVPD) of the ion C4H8NO2 with charge -1.

Values from the calculation:
* orbital gap: 0.2877 hartree
* highest occupied orbital energy: -3.942 eV
* LUMO: 3.9 eV

The geometry in ORCA input format:
```
! wB97M-V def2-TZVPD RIJCOSX def2/J DEFGRID3
* xyz -1 1
C 1.863 -0.911 1.370
C 0.590 -0.229 0.901
C 0.719 1.293 1.113
N 0.241 -0.581 -0.447
C -1.002 -0.042 -0.988
O -0.923 0.310 -2.184
O -1.980 -0.077 -0.216
H 1.784 -1.999 1.487
H 2.712 -0.678 0.741
H 2.126 -0.536 2.374
H -0.226 -0.556 1.548
H 1.437 1.703 0.400
H 0.867 1.527 2.169
H -0.231 1.755 0.803
H 0.979 -0.401 -1.123
*
```



The structure with the most favorable energy is entry ii; the runner-up is 71.8 kcal/mol above it.



Entry i
The following is a DFT calculation (ωB97M-V/def2-TZVPD) of a structure of composition C5H8O3S.

Values from the calculation:
* orbital gap: 0.3374 hartree
* highest occupied orbital energy: -9.174 eV
* LUMO: 0.0 eV

The geometry in ORCA input format:
```
! wB97M-V def2-TZVPD RIJCOSX def2/J DEFGRID3
* xyz 0 1
C 0.888 -1.078 -0.491
C -0.371 -0.877 -0.186
C -1.092 -1.682 0.858
C -0.686 1.641 -0.100
C -0.984 0.291 -0.841
O 2.005 -1.202 -0.983
O 2.972 1.502 -0.526
O 2.274 0.250 1.442
S 3.147 0.325 0.315
H -2.037 -2.053 0.330
H -1.417 -1.182 1.710
H -0.391 -2.428 1.406
H -1.187 1.724 0.858
H -0.929 2.347 -0.878
H 0.357 1.665 0.031
H -0.492 0.348 -1.858
H -2.056 0.410 -1.087
*
```



Entry ii
The following is a DFT calculation (ωB97M-V/def2-TZVPD) of an isolated molecule of C5H8O3S.

Values from the calculation:
* orbital gap: 0.3764 hartree
* highest occupied orbital energy: -10.363 eV
* LUMO: -0.1 eV

The geometry in ORCA input format:
```
! wB97M-V def2-TZVPD RIJCOSX def2/J DEFGRID3
* xyz 0 1
C 0.833 1.085 -0.430
C 0.846 2.381 -0.616
C -0.468 0.394 0.003
C -0.478 -0.254 1.365
C -0.580 -0.755 -1.054
O -1.265 3.723 -1.493
O -0.870 3.744 0.962
O -1.591 1.178 -0.172
S -0.805 3.059 -0.257
H 1.773 0.617 -0.659
H 1.498 3.038 -1.008
H 0.609 -0.590 1.576
H -1.069 -1.095 1.317
H -0.960 0.442 2.164
H -0.214 -1.608 -0.672
H -0.166 -0.700 -2.053
H -1.585 -0.982 -1.104
*
```



The structure with the most favorable energy is entry i; the runner-up is 22.3 kcal/mol above it.



Entry i
The following is a DFT calculation (ωB97M-V/def2-TZVPD) of an isolated molecule of FHO2S.

Values from the calculation:
* orbital gap (spin up / spin down): 0.3276 / 0.3289 hartree
* highest occupied orbital energy (spin up / spin down): -11.306 / -11.217 eV
* LUMO (spin up / spin down): -2.4 / -2.3 eV

The geometry in ORCA input format:
```
! wB97M-V def2-TZVPD RIJCOSX def2/J DEFGRID3
* xyz 0 1
O 0.051 -1.002 1.200
O 1.349 1.480 -0.208
F -0.048 -1.054 -1.341
S 0.015 -0.099 0.085
H -1.366 0.675 0.264
*
```



Entry ii
The following is a DFT calculation (ωB97M-V/def2-TZVPD) of an isolated molecule of FHO2S.

Values from the calculation:
* orbital gap: 0.4752 hartree
* highest occupied orbital energy: -12.662 eV
* LUMO: 0.3 eV

The geometry in ORCA input format:
```
! wB97M-V def2-TZVPD RIJCOSX def2/J DEFGRID3
* xyz 0 1
O 1.516 -0.864 -1.191
O 1.828 -0.211 1.211
F 1.320 1.422 -0.476
S 1.158 -0.111 -0.033
H -0.243 -0.084 0.074
*
```



The structure with the most favorable energy is entry ii; the runner-up is 125.4 kcal/mol above it.